[1]
DFT (wB97M-V/def2-TZVPD) results for a single C8H12N2O2 molecule in a non-equilibrium geometry.

CARTESIAN COORDINATES (ANGSTROEM)
O (-5.99, -1.60, 0.05)
C (-4.79, -1.35, 0.29)
N (-3.61, -0.92, 0.82)
C (-3.07, 0.00, -0.34)
C (-1.50, -0.16, -0.09)
C (-0.68, 0.84, -0.70)
C (0.85, 0.46, -0.59)
C (1.55, 0.51, 0.86)
C (3.08, 0.36, 0.84)
N (3.57, -0.76, 0.25)
C (4.40, -1.57, -0.06)
O (5.36, -2.16, -0.44)
H (-3.10, -0.25, -1.51)
H (-3.29, 1.06, -0.22)
H (-1.10, -1.06, -0.68)
H (-1.23, -0.37, 0.98)
H (-0.83, 1.78, -0.07)
H (-1.12, 1.37, -1.77)
H (0.85, -0.50, -1.26)
H (1.52, 1.18, -1.19)
H (1.11, -0.14, 1.45)
H (1.35, 1.64, 1.15)
H (3.23, 1.32, 0.32)
H (3.43, 0.35, 1.89)

Computed properties:
* SMILES string: O=C=NCCCCCCN=C=O
* spin multiplicity: 1
* net charge: 0
* Kohn-Sham gap: 10.753 eV
* E_HOMO: -10.27 eV

Atom charges from the Löwdin analysis, given in e for atoms 1 to 5:
1. O 0.088
2. C -0.178
3. N 0.074
4. C -0.181
5. C -0.305

[2]
DFT (wB97M-V/def2-TZVPD) results for a single C8H12N2O2 molecule in a non-equilibrium geometry.

CARTESIAN COORDINATES (ANGSTROEM)
C (1.93, -2.98, 0.15)
C (2.34, -1.75, -0.47)
N (1.18, -0.86, -0.49)
O (1.39, 0.37, 0.10)
C (0.10, 0.88, 0.08)
C (-0.81, 0.00, -0.21)
C (-0.15, -1.25, -0.62)
O (-0.55, -2.35, -0.87)
C (-2.26, 0.44, -0.27)
N (-2.46, 1.74, 0.53)
C (-1.43, 2.81, 0.31)
C (0.01, 2.27, 0.44)
H (1.09, -3.42, -0.42)
H (2.70, -3.75, 0.37)
H (1.39, -2.83, 1.12)
H (2.50, -1.96, -1.56)
H (3.20, -1.27, -0.04)
H (-2.95, -0.30, 0.03)
H (-2.80, 0.68, -1.27)
H (-2.47, 1.50, 1.54)
H (-1.52, 3.27, -0.72)
H (-1.57, 3.68, 1.02)
H (0.50, 2.21, 1.47)
H (0.63, 2.88, -0.20)

Computed properties:
* SMILES string: CCn1oc2c(c1=O)CNCC2
* spin multiplicity: 1
* net charge: 0
* Kohn-Sham gap: 9.720 eV
* E_HOMO: -8.94 eV

Atom charges from the Löwdin analysis, given in e for atoms 1 to 5:
1. C -0.120
2. C -0.188
3. N -0.050
4. O 0.076
5. C -0.255

[3]
DFT (wB97M-V/def2-TZVPD) results for a single C8H12N2O3 molecule in a non-equilibrium geometry.

CARTESIAN COORDINATES (ANGSTROEM)
C (-0.57, -0.66, 1.84)
C (-0.03, -1.21, -1.28)
C (-1.30, 0.59, 1.94)
C (-1.57, 1.21, 0.56)
C (0.68, -1.65, 0.00)
C (-0.37, 1.10, -0.32)
C (2.19, -1.84, -0.37)
C (0.61, 2.13, -0.45)
N (0.53, -0.64, 0.96)
N (-0.38, 0.11, -1.37)
O (-0.79, -1.63, 2.52)
O (-0.12, -1.84, -2.23)
O (-0.85, 0.65, -2.56)
H (-2.32, 0.43, 2.58)
H (-0.83, 1.27, 2.64)
H (-2.33, 0.61, 0.28)
H (-1.87, 2.30, 0.78)
H (0.26, -2.61, 0.37)
H (2.91, -1.29, 0.19)
H (2.30, -1.58, -1.50)
H (2.49, -2.93, -0.30)
H (0.55, 2.86, 0.38)
H (0.44, 2.79, -1.34)
H (1.63, 1.94, -0.35)
H (-1.25, -0.12, -3.00)

Computed properties:
* spin multiplicity: 1
* net charge: 0
* Kohn-Sham gap (spin up / spin down): 7.985 / 8.010 eV
* E_HOMO (spin up / spin down): -8.91 / -8.93 eV

Atom charges from the Löwdin analysis, given in e for atoms 1 to 5:
1. C -0.532
2. C -0.476
3. C -0.118
4. C -0.108
5. C -0.301

ΔE to the lowest compared entry with this formula, charge and spin (kJ/mol)
535.3 380.8 458.6